Below is C5H11NO3 as an isolated structure in a non-equilibrium geometry, with properties calculated with ωB97M-V/def2-TZVPD.

Summary:
Electronic energy ... -12991.7129 eV
E_HOMO ... -8.601 eV
Frontier orbital gap ... 9.31 eV
Largest force on an atom ... 2.9 eV/A
Multiplicity ... 1
LUMO energy ... 0.71 eV

```
20
Properties=species:S:1:pos:R:3:forces:R:3:nbo_charge:R:1
C 1.87922 -1.24441 0.45122 0.083 0.852 0.130 -0.74
N -0.43974 -1.05529 -0.48858 -0.616 0.954 -0.328 -0.27
C 1.05737 -0.76776 -0.71903 -0.363 -2.473 -1.064 0.74
O -0.77838 -2.21537 0.22772 0.474 0.732 -0.494 -0.54
O 1.41260 -0.70282 -1.87716 -0.490 0.483 1.388 -0.56
H -0.92499 -1.85261 1.13058 -0.009 0.308 0.083 0.50
H -0.91250 -1.07807 -1.39144 0.184 -0.295 -0.044 0.40
H 1.48505 -0.88895 1.40130 -0.177 0.007 -0.029 0.25
H 2.88829 -0.85618 0.33744 0.057 -0.140 -0.101 0.24
H 1.88369 -2.33475 0.46412 -0.020 0.061 -0.172 0.25
C -2.03219 1.27850 -0.07299 -0.284 -0.577 -0.635 -0.71
C 0.66854 1.44451 -0.19408 -1.687 0.156 0.626 -0.84
C -0.92615 0.39035 0.43275 2.820 0.617 0.218 0.65
O -0.89386 0.01189 1.59090 -0.220 -0.250 0.455 -0.72
H -1.98374 2.22908 0.45535 0.241 -0.096 0.069 0.25
H -2.99154 0.82029 0.17907 0.039 -0.024 -0.117 0.23
H -1.96304 1.47628 -1.14014 -0.076 -0.043 -0.037 0.22
H 0.36807 1.82615 -1.16825 0.056 0.021 -0.058 0.20
H 0.45345 2.18889 0.57154 -0.009 0.182 0.001 0.21
H 1.74983 1.33026 -0.19029 -0.003 -0.474 0.111 0.22
```
Positions in Å, forces in eV/Å.

Below is a 12-piece molecular cluster, C45H96N2O10 overall in a non-equilibrium geometry, with properties calculated with ωB97M-V/def2-TZVPD.

Summary:
Electronic energy ... -71674.5100 eV
SMILES ... CCN(CC)CC.CCN(CC)CC.C1CCOC1.C1CCOC1.C1CCOC1.CC(C)=O.CC(C)=O.CC(C)=O.CC(C)=O.CC(C)=O.CC(C)=O.CC(C)=O
E_HOMO ... -8.153 eV
Frontier orbital gap ... 8.66 eV
Largest force on an atom ... 2.7 eV/A
Multiplicity ... 1
LUMO energy ... 0.51 eV

```
153
Properties=species:S:1:pos:R:3:forces:R:3:lowdin_charge:R:1
C 10.60623 18.23667 18.15372 0.362 -1.508 0.413 -0.07
C 10.37800 16.69349 17.98973 0.428 0.682 0.584 -0.26
N 10.82987 16.12041 16.72970 -0.133 0.814 0.060 -0.21
C 10.15803 16.69076 15.55195 0.312 -1.307 -0.029 -0.25
C 8.66314 16.39605 15.40724 0.094 1.905 0.226 -0.07
C 10.81415 14.66900 16.78501 0.070 -0.494 -0.301 -0.25
C 11.23811 14.00628 15.47035 -0.243 -0.072 0.241 -0.07
H 11.69681 18.42422 18.17033 -0.685 0.275 -0.324 0.05
H 10.21714 18.47027 19.15099 0.065 0.213 -0.179 0.07
H 10.05962 18.81979 17.41805 0.216 0.121 -0.074 0.06
H 10.98815 16.20393 18.78687 -0.614 0.213 -0.406 0.12
H 9.30358 16.51796 18.20855 0.294 -0.291 -0.119 0.11
H 10.36150 17.74678 15.49407 0.007 0.457 0.168 0.10
H 10.67242 16.24595 14.69092 -0.174 0.234 0.021 0.10
H 8.05843 16.83147 16.23196 0.342 -0.096 -0.517 0.08
H 8.37515 16.87064 14.45461 -0.295 -0.324 0.368 0.08
H 8.45364 15.36090 15.38304 -0.168 -1.190 -0.211 0.05
H 9.83095 14.28860 17.06730 -0.406 -0.102 0.064 0.11
H 11.47268 14.35425 17.59754 0.174 0.091 -0.010 0.11
H 10.45430 14.02242 14.72948 -0.402 0.204 -0.253 0.05
H 11.48228 12.94629 15.56477 0.163 0.154 0.359 0.06
H 12.06823 14.54446 15.03951 0.542 0.031 -0.107 0.06
C 19.00678 15.85480 11.66747 -0.169 -0.513 0.212 -0.07
C 18.64006 16.70196 12.89309 -0.269 -0.308 -0.331 -0.23
N 19.88999 16.97983 13.62679 -0.269 -0.439 0.218 -0.16
C 19.69490 18.10442 14.51328 1.127 1.943 -0.743 -0.26
C 19.79763 19.47034 13.73174 -0.462 -0.804 1.607 -0.07
C 20.37485 15.79232 14.35160 0.104 0.639 0.483 -0.25
C 21.83365 15.80670 14.77456 0.902 -0.959 -0.074 -0.07
H 19.80728 16.31431 11.10107 0.082 0.317 -0.122 0.08
H 18.19700 15.58764 10.97661 -0.101 0.315 0.306 0.06
H 19.41302 14.90488 12.03225 -0.029 0.064 -0.216 0.03
H 18.16813 17.65514 12.59588 0.412 -0.280 -0.005 0.09
H 17.82881 16.19130 13.49511 0.971 0.362 -0.151 0.10
H 20.51598 18.21800 15.25120 -0.475 -0.646 -0.243 0.11
H 18.75298 18.07780 15.03428 -0.607 -0.258 0.471 0.10
H 19.08501 19.53856 12.90861 0.114 0.147 0.074 0.04
H 20.81848 19.55501 13.39481 0.219 0.199 -0.390 0.06
H 19.60447 20.24557 14.50487 0.009 -0.137 -0.769 0.08
H 19.85394 15.69863 15.30149 -0.755 -0.235 0.099 0.09
H 20.18935 14.92161 13.74778 -0.080 -0.432 -0.067 0.08
H 22.00666 14.96837 15.51393 -0.224 0.904 -0.668 0.08
H 22.53007 15.61845 13.93781 -0.331 0.195 0.200 0.08
H 22.13780 16.73909 15.24918 -0.093 0.016 0.059 0.06
C 14.49349 8.09008 11.77047 -0.673 0.447 0.798 -0.14
C 14.31948 9.67137 11.88934 0.494 -0.898 0.305 -0.12
C 15.77735 10.17230 11.81333 0.016 -1.062 -0.050 -0.21
O 16.47824 9.14910 11.10280 0.069 0.260 -0.512 -0.16
C 15.98499 7.92656 11.59257 0.500 -0.210 0.145 -0.23
H 13.92485 7.66742 10.94177 0.082 0.256 -0.129 0.10
H 14.16863 7.51561 12.66370 0.035 0.601 -0.338 0.10
H 13.83025 9.98135 12.82115 0.059 -0.049 -0.304 0.09
H 13.76261 10.04197 11.03704 -0.177 0.078 -0.052 0.09
H 16.25030 10.22918 12.80170 -0.291 0.361 0.128 0.11
H 15.93419 11.07729 11.24700 -0.194 0.373 0.120 0.10
H 16.47947 7.71606 12.55251 -0.117 -0.087 0.052 0.12
H 16.25624 7.13950 10.89686 0.081 -0.074 -0.129 0.12
C 14.98578 10.44672 15.99901 -0.932 -0.177 1.073 -0.15
C 14.44231 9.04333 15.82264 0.144 -1.210 -0.543 -0.16
C 13.00891 9.09287 16.41209 2.145 0.434 0.030 -0.19
O 12.59828 10.35447 15.99861 -1.877 0.065 -0.206 -0.13
C 13.65819 11.22471 15.93487 1.748 1.952 -0.654 -0.25
H 15.73107 10.80295 15.28613 -0.169 -0.209 -0.067 0.10
H 15.37065 10.53728 17.00615 0.480 0.029 0.263 0.10
H 15.10029 8.25054 16.20424 -0.270 0.183 0.072 0.12
H 14.29666 8.85124 14.75500 0.140 -0.091 -0.023 0.09
H 13.01462 9.04025 17.49634 -0.054 -0.279 0.393 0.12
H 12.37360 8.36375 15.97495 -0.644 -0.724 -0.186 0.11
H 13.60114 12.00320 16.72367 -0.049 -0.289 -0.311 0.12
H 13.69320 11.70526 14.95365 -0.608 0.347 0.125 0.09
C 16.74684 16.04261 8.63221 -1.026 0.304 -0.819 -0.13
C 15.86246 15.00470 9.39867 0.333 0.805 0.132 -0.16
C 14.88608 14.47759 8.34202 0.595 0.762 -1.041 -0.17
O 15.41542 14.84287 7.03532 0.180 -0.023 0.742 -0.16
C 16.00551 16.11600 7.19566 1.588 -0.298 1.727 -0.19
H 17.78545 15.74475 8.47238 -0.171 -0.366 0.152 0.09
H 16.78741 16.99001 9.19530 -0.208 -0.190 -0.513 0.08
H 15.36937 15.43886 10.30054 0.131 -0.094 -0.932 0.09
H 16.51747 14.24606 9.77873 0.230 -0.807 0.127 0.08
H 13.94142 14.99800 8.37304 -0.619 -0.096 0.572 0.11
H 14.77706 13.40700 8.32174 -0.242 -0.351 0.142 0.11
H 15.28455 16.92764 7.26483 -0.320 0.081 -0.410 0.11
H 16.74486 16.24195 6.39178 -0.489 0.223 0.160 0.12
C 20.70230 12.80625 10.24306 0.550 0.214 0.566 -0.01
C 20.00627 12.18398 11.43463 0.051 0.104 -0.392 -0.50
C 18.85069 11.31786 11.12764 -0.162 -0.184 -0.417 -0.03
O 20.38780 12.35733 12.56713 0.371 0.299 0.330 0.05
H 20.12205 12.74300 9.31811 0.151 0.137 0.216 0.09
H 21.65739 12.26607 10.13050 -0.322 0.095 -0.147 0.10
H 20.97527 13.83247 10.52721 -0.160 -0.195 -0.367 0.08
H 18.61009 10.63948 11.93118 -0.178 -0.034 0.219 0.08
H 19.09130 10.76240 10.23634 -0.029 -0.475 -0.369 0.09
H 17.99775 11.93551 10.84358 -0.096 0.061 0.115 0.09
C 14.64861 18.47257 18.04235 -1.241 0.267 -1.161 0.00
C 14.53682 18.55333 16.50386 0.718 -0.377 1.182 -0.48
C 14.02162 17.32278 15.81730 0.679 -1.000 1.001 -0.01
O 14.91163 19.53962 15.93243 0.000 0.678 -0.630 0.06
H 14.79796 19.43840 18.51188 0.121 0.123 -0.188 0.08
H 15.43500 17.79986 18.28406 0.720 -0.651 0.313 0.06
H 13.70201 18.05316 18.36855 0.008 -0.209 0.460 0.05
H 14.04428 17.41215 14.74122 -0.405 0.145 -0.182 0.06
H 13.06811 17.05144 16.28107 -0.345 0.098 -0.559 0.06
H 14.66080 16.43620 16.08871 -0.255 0.926 -0.156 0.08
C 22.06993 11.61455 15.46454 -0.131 -0.242 0.336 -0.02
C 20.89839 12.15106 16.23053 0.154 0.633 0.229 -0.49
C 19.54260 11.90543 15.60988 -0.514 0.368 0.770 -0.02
O 21.05203 12.83297 17.22876 -0.385 -0.335 -0.332 0.04
H 23.00914 12.05246 15.79530 -0.074 -0.127 0.187 0.09
H 21.93358 11.80152 14.40948 -0.086 -0.106 -0.365 0.06
H 22.03589 10.53599 15.64994 0.361 -0.034 -0.243 0.10
H 18.75404 12.35500 16.24467 0.439 -0.329 -0.272 0.07
H 19.28089 10.86914 15.37164 0.334 0.047 0.186 0.10
H 19.57246 12.42485 14.66295 -0.086 0.136 -0.349 0.04
C 18.81228 15.72298 17.87062 0.025 0.342 0.982 -0.01
C 17.51972 15.33779 17.26165 -0.207 -1.203 -0.589 -0.50
C 16.82300 14.08922 17.77794 -0.095 0.273 0.332 -0.01
O 17.03278 15.86749 16.29823 -0.171 1.075 -0.758 0.04
H 19.43312 14.84909 17.88242 0.599 -0.641 -0.257 0.06
H 18.61725 15.85978 18.94262 0.147 0.408 -0.069 0.10
H 19.36143 16.56205 17.42459 -0.565 -0.175 0.102 0.09
H 16.27316 14.31701 18.69715 0.186 -0.169 0.027 0.09
H 17.51110 13.27648 17.93222 0.479 -0.211 0.522 0.06
H 16.11978 13.72454 17.04370 -0.340 0.247 -0.290 0.07
C 16.21157 19.62673 10.50192 0.594 0.273 -0.787 -0.02
C 15.47330 18.86132 11.54239 0.740 -0.024 0.304 -0.53
C 15.51992 19.30698 12.95939 0.445 1.403 0.011 -0.03
O 14.92970 17.82121 11.29233 -0.729 -1.090 -0.623 0.06
H 16.04018 19.20858 9.50850 -0.133 -0.077 0.125 0.07
H 17.30990 19.55316 10.68386 -0.711 0.320 0.125 0.10
H 15.88488 20.67062 10.48330 0.327 0.004 0.168 0.09
H 15.96131 18.50849 13.54150 -0.171 -0.124 0.344 0.07
H 14.51004 19.54186 13.27314 -0.176 -0.297 0.344 0.09
H 16.09688 20.23564 13.11592 -0.079 -0.449 -0.093 0.09
C 11.95444 12.85192 11.15319 0.290 -0.283 1.378 -0.01
C 10.47912 12.93143 11.33860 -0.375 -0.350 -0.958 -0.52
C 9.67930 11.99689 10.44701 -0.612 0.209 0.555 -0.02
O 9.93631 13.68962 12.09095 -0.266 0.537 0.708 0.08
H 12.47029 13.66029 11.66399 -0.042 0.244 -0.202 0.08
H 12.20603 12.78085 10.11081 0.306 -0.181 -0.396 0.08
H 12.25962 11.95084 11.71831 0.108 0.092 -0.567 0.09
H 8.62530 11.97441 10.75984 0.401 0.015 -0.027 0.09
H 10.09209 10.99581 10.46544 0.120 -0.222 -0.120 0.08
H 9.71628 12.38372 9.43506 0.113 -0.017 -0.308 0.08
C 15.29301 15.10103 13.36318 2.003 0.621 0.512 -0.01
C 15.68597 13.68050 13.32340 1.256 -0.161 0.216 -0.46
C 17.19893 13.32135 13.51498 -0.982 -0.263 -0.864 0.02
O 14.87409 12.81031 13.17491 -0.625 -1.130 -0.157 0.06
H 15.78391 15.46826 14.28612 -0.263 0.259 -0.349 0.07
H 14.24215 15.26957 13.42593 -0.688 0.030 -0.333 0.08
H 15.81282 15.60747 12.52392 -0.601 0.036 0.379 0.08
H 17.42941 13.14832 14.56664 -0.187 0.134 -0.023 0.06
H 17.86454 14.09470 13.12533 -0.171 -0.086 0.188 0.05
H 17.37626 12.38184 12.95382 -0.083 0.521 0.502 0.06
```
Positions in Å, forces in eV/Å.